## i
B3CsF12 | the ωB97M-V functional and the def2-TZVPD basis

Each line ends with the Löwdin charge.
Element x y z (Å)
Cs: -12.92292 22.63242 15.47822  1.30
F: -14.24884 21.44754 18.13525  0.06
F: -16.17119 24.72520 14.44338  0.05
F: -14.35363 26.12170 14.40448  0.08
F: -13.29909 19.33772 18.10750  0.10
F: -9.51059 25.14359 16.21399  0.08
F: -9.44838 24.68125 18.46792  0.10
F: -14.74610 24.80374 16.24684  -0.02
F: -15.58817 19.57500 18.05927  0.07
F: -8.85191 23.06429 16.93268  0.07
F: -16.14466 26.58573 15.80418  0.09
F: -11.05144 23.69448 17.13508  -0.11
F: -14.33510 20.16453 16.22182  -0.06
B: -9.69825 24.15784 17.20198  -1.25
B: -14.35336 20.13465 17.65871  -1.28
B: -15.35454 25.58732 15.23026  -1.27

Kohn-Sham gap: 10.40 eV
Total charge: -2



## ii
B3CsF12 | the ωB97M-V functional and the def2-TZVPD basis

Each line ends with the Löwdin charge.
Element x y z (Å)
Cs: -7.26616 9.27189 -17.65599  2.41
F: -8.60677 11.09751 -17.80491  -0.19
F: -10.72033 11.32761 -18.55559  0.12
F: -9.15732 6.87904 -18.23396  0.12
F: -7.69041 5.26827 -17.84720  0.10
F: -7.59429 7.23094 -16.66684  -0.08
F: -5.56275 9.43100 -14.05429  0.16
F: -10.12795 10.02419 -16.78520  0.12
F: -9.60708 9.31255 -18.85042  0.00
F: -7.08619 7.26194 -18.81863  -0.12
F: -7.33625 8.58188 -15.10075  0.08
F: -5.45646 8.53483 -16.14318  0.03
F: -6.48740 10.44299 -15.82987  -0.13
B: -7.85434 6.65483 -17.86523  -1.53
B: -6.16065 9.22942 -15.24942  -1.63
B: -9.79662 10.43952 -18.04991  -1.48

Kohn-Sham gap: 7.38 eV
Total charge: -2



Which structure is the most stable? The one labeled i.